[1]
{"formula": "C3H7NO2", "method": "wB97M-V/def2-TZVPD", "elements": ["H", "N", "C", "O", "C", "C", "O", "H", "H", "H", "H", "H", "H"], "positions_angstrom": [[0.12340, -1.57993, -1.18028], [-0.78279, -1.19339, -0.99945], [-0.95491, -0.01387, -0.51967], [-2.25464, 0.26343, -0.57374], [0.02576, 0.97208, 0.05826], [1.27410, 0.24513, 0.55699], [0.98399, -0.66831, 1.58906], [-2.35824, -0.66969, -1.01153], [-0.44132, 1.52880, 0.87906], [0.29019, 1.70366, -0.71588], [1.77116, -0.25500, -0.29034], [1.98190, 0.96954, 0.96784], [0.34139, -1.30245, 1.23967]], "forces_ev_per_a": [[0.642, 0.181, 0.295], [0.683, -0.028, -0.071], [0.530, -0.704, -0.299], [-0.115, -0.612, -0.198], [-0.060, -0.108, -0.027], [0.145, 0.264, -0.272], [-0.171, -0.174, -0.010], [-1.542, 1.457, 0.425], [-0.042, -0.187, -0.169], [-0.055, -0.129, 0.066], [-0.048, 0.086, 0.148], [-0.093, -0.089, -0.037], [0.125, 0.041, 0.148]], "homo_lumo_gap_ha": 0.4102, "de_lowest_kcal_mol": 40.7, "smiles": "[H]/N=C(/O)CCO", "lumo_energy_ha": 0.031, "largest_force_ev_per_a": 2.2, "homo_ev": -10.32, "spin_multiplicity": 1}


[2]
{"formula": "C3H7NO2", "method": "wB97M-V/def2-TZVPD", "elements": ["C", "C", "C", "N", "O", "O", "H", "H", "H", "H", "H", "H", "H"], "positions_angstrom": [[0.24657, 0.55160, 1.24160], [0.18144, 0.24542, -0.25103], [-1.23089, -0.14946, -0.60093], [1.11646, -0.70465, -0.72755], [1.07313, -1.76137, -0.12764], [1.81508, -0.59168, -1.79158], [-0.19487, 1.67907, 1.52713], [1.42879, 0.47859, 1.56468], [-0.30359, -0.18259, 1.82443], [0.55291, 1.18830, -0.77462], [-1.73711, 0.73019, -0.17339], [-1.44048, -0.41174, -1.67730], [-1.50744, -1.07168, -0.03380]], "forces_ev_per_a": [[2.538, 1.881, 1.573], [0.038, 4.267, -0.777], [-0.481, -0.742, -0.279], [2.597, -3.657, -2.734], [0.385, -0.139, 0.326], [-2.051, 0.913, 2.927], [1.319, -3.116, -1.045], [-3.089, 0.449, -0.519], [0.056, -0.015, 0.050], [-1.039, -0.987, 0.365], [-0.777, -0.590, -0.736], [0.277, 0.903, 1.027], [0.226, 0.832, -0.178]], "homo_lumo_gap_ha": 0.3993, "de_lowest_kcal_mol": 109.1, "smiles": "CC(C)[N+](=O)[O-]", "lumo_energy_ha": 0.000, "largest_force_ev_per_a": 5.3, "homo_ev": -10.86, "spin_multiplicity": 1}


[3]
{"formula": "C3H7NO2", "method": "wB97M-V/def2-TZVPD", "elements": ["H", "N", "C", "O", "C", "C", "O", "H", "H", "H", "H", "H", "H"], "positions_angstrom": [[0.46923, 2.46008, -0.40427], [0.44838, 1.52524, -0.09802], [1.44710, 0.91878, 0.36440], [1.33660, -0.40029, 0.57432], [0.17575, -0.97937, -0.08016], [-1.14848, -0.86355, 0.67924], [-1.83250, 0.36062, 0.66409], [2.44071, 1.30815, 0.61477], [0.43088, -2.03804, -0.17322], [0.08733, -0.53374, -1.07576], [-0.97822, -1.20854, 1.71058], [-1.83278, -1.57257, 0.19923], [-1.19732, 1.04428, 0.91706]], "forces_ev_per_a": [[0.738, 1.306, 0.070], [-0.103, -0.618, -0.022], [-0.235, 0.160, -0.214], [0.063, 0.046, 0.005], [-0.198, -0.102, -0.071], [0.084, -0.489, 0.063], [-0.114, 0.000, 0.255], [-0.198, -0.157, -0.027], [-0.053, 0.103, 0.118], [-0.011, -0.122, 0.153], [-0.006, -0.014, -0.074], [0.145, -0.065, 0.107], [-0.110, -0.049, -0.363]], "homo_lumo_gap_ha": 0.3898, "de_lowest_kcal_mol": 46.7, "smiles": "[H]/N=C/OCCO", "lumo_energy_ha": 0.035, "largest_force_ev_per_a": 1.5, "homo_ev": -9.67, "spin_multiplicity": 1}


[4]
{"formula": "C3H7NO2", "method": "wB97M-V/def2-TZVPD", "elements": ["H", "N", "C", "O", "C", "C", "O", "H", "H", "H", "H", "H", "H"], "positions_angstrom": [[-0.22304, 1.36760, -0.43114], [0.66060, 1.63976, -0.00114], [1.43845, 0.67871, 0.25297], [1.28871, -0.65548, 0.04040], [0.10219, -1.06586, -0.61323], [-1.12038, -0.94034, 0.28271], [-2.21454, -0.66379, -0.14060], [2.40668, 0.85526, 0.71913], [0.25178, -2.12494, -0.84712], [-0.06649, -0.52080, -1.54934], [-0.93423, -1.14600, 1.35667], [-1.03208, 1.10161, 2.74339], [-0.59752, 1.48177, 2.27301]], "forces_ev_per_a": [[0.067, 0.012, 0.009], [0.177, -0.400, 0.012], [-0.065, 0.325, -0.014], [0.022, 0.085, 0.030], [-0.132, -0.030, -0.153], [-0.323, 0.060, -0.181], [0.482, -0.156, 0.216], [-0.106, -0.026, -0.043], [-0.067, 0.114, 0.028], [0.027, -0.054, 0.120], [-0.046, 0.050, -0.093], [0.019, 0.049, -0.009], [-0.056, -0.029, 0.077]], "homo_lumo_gap_ha": 0.4046, "de_lowest_kcal_mol": 68.8, "smiles": "[H]/N=C\\OCC=O.[H][H]", "lumo_energy_ha": 0.025, "largest_force_ev_per_a": 0.6, "homo_ev": -10.34, "spin_multiplicity": 1}


[5]
{"formula": "C3H7NO2", "method": "wB97M-V/def2-TZVPD", "elements": ["O", "C", "N", "C", "C", "O", "H", "H", "H", "H", "H", "H", "H"], "positions_angstrom": [[1.56954, 1.09464, 1.55272], [0.71197, 0.69517, 0.81289], [0.65425, 0.79508, -0.56059], [-0.69328, 0.54055, -1.02429], [-1.13844, -0.41061, 0.08833], [-0.40150, 0.02423, 1.23246], [1.26411, 1.46656, -0.99848], [-1.30732, 1.45250, -1.04624], [-0.71246, 0.07071, -2.01081], [-2.20310, -0.36054, 0.31985], [-0.85301, -1.44400, -0.14134], [1.29079, -1.87265, 1.13439], [1.81845, -2.05163, 0.64112]], "forces_ev_per_a": [[-0.321, -0.151, -0.260], [0.236, 0.099, 0.085], [0.130, 0.114, 0.104], [-0.141, -0.047, -0.072], [-0.173, -0.089, -0.182], [0.134, 0.107, 0.100], [-0.086, -0.009, 0.073], [0.092, -0.137, -0.010], [0.004, 0.035, 0.155], [0.147, 0.011, -0.036], [-0.060, 0.144, 0.030], [0.095, -0.072, -0.019], [-0.056, -0.006, 0.034]], "homo_lumo_gap_ha": 0.4039, "de_lowest_kcal_mol": 31.5, "smiles": "O=C1NCCO1.[H][H]", "lumo_energy_ha": 0.031, "largest_force_ev_per_a": 0.4, "homo_ev": -10.16, "spin_multiplicity": 1}


[6]
{"formula": "C3H7NO2", "method": "wB97M-V/def2-TZVPD", "elements": ["N", "C", "O", "C", "C", "O", "H", "H", "H", "H", "H", "H", "H"], "positions_angstrom": [[-0.90017, -1.12068, -0.94753], [-1.17447, 0.17012, -0.53488], [-2.31142, 0.59361, -0.48883], [0.02623, 1.00251, -0.11632], [1.21292, 0.21731, 0.44576], [0.86732, -0.62399, 1.52086], [-1.68505, -1.59180, -1.37542], [0.00290, -1.33821, -1.34284], [-0.34616, 1.72426, 0.61563], [0.35462, 1.57484, -0.99438], [1.71748, -0.34624, -0.36069], [1.95178, 0.92648, 0.83324], [0.22516, -1.26805, 1.18948]], "forces_ev_per_a": [[-0.109, 0.051, -0.077], [-0.135, 0.056, -0.125], [0.387, -0.178, 0.046], [0.013, 0.094, 0.075], [0.139, 0.238, -0.300], [-0.178, -0.198, -0.029], [0.067, 0.014, 0.044], [-0.059, 0.086, 0.100], [0.058, -0.112, -0.074], [-0.058, -0.063, 0.095], [-0.100, 0.057, 0.175], [-0.113, -0.125, -0.071], [0.087, 0.081, 0.140]], "homo_lumo_gap_ha": 0.3947, "de_lowest_kcal_mol": 14.1, "smiles": "NC(=O)CCO", "lumo_energy_ha": 0.024, "largest_force_ev_per_a": 0.4, "homo_ev": -10.07, "spin_multiplicity": 1}


[7]
{"formula": "C3H7NO2", "method": "wB97M-V/def2-TZVPD", "elements": ["H", "N", "C", "O", "C", "C", "O", "H", "H", "H", "H", "H", "H"], "positions_angstrom": [[0.49324, 0.23362, -1.85012], [1.06573, 0.72675, -1.18516], [1.00524, 0.40521, 0.05045], [1.91644, 1.07250, 0.76888], [0.08809, -0.55212, 0.77771], [-1.20853, -0.72830, -0.00853], [-1.91721, 0.48235, -0.13711], [2.27971, 1.53044, -0.03656], [-0.13139, -0.17271, 1.78232], [0.59486, -1.51812, 0.90489], [-0.97564, -1.17000, -0.99118], [-1.87641, -1.42497, 0.50467], [-1.33413, 1.11537, -0.58027]], "forces_ev_per_a": [[-0.405, -0.264, 0.124], [-0.239, -0.358, -0.061], [-0.129, -0.085, -0.683], [0.063, 0.142, -0.255], [0.009, 0.086, -0.085], [0.134, -0.371, 0.016], [0.065, 0.208, -0.127], [0.549, 0.269, 1.190], [0.134, 0.069, -0.210], [-0.013, 0.185, -0.078], [-0.112, 0.075, 0.115], [0.125, 0.091, -0.013], [-0.180, -0.048, 0.065]], "homo_lumo_gap_ha": 0.4146, "de_lowest_kcal_mol": 31.9, "smiles": "[H]/N=C(/O)CCO", "lumo_energy_ha": 0.031, "largest_force_ev_per_a": 1.3, "homo_ev": -10.42, "spin_multiplicity": 1}


[8]
{"formula": "C3H7NO2", "method": "wB97M-V/def2-TZVPD", "elements": ["C", "N", "C", "O", "C", "O", "H", "H", "H", "H", "H", "H", "H"], "positions_angstrom": [[-1.76993, 1.14545, -0.55684], [-1.23284, -0.07963, 0.04627], [-0.00543, -0.19351, 0.61612], [0.73401, 0.88550, 0.61005], [1.93133, -0.59210, 0.38295], [1.89359, -1.69729, -0.42414], [-2.53289, 1.61207, 0.08358], [-0.92607, 1.83508, -0.66536], [-2.20744, 0.93143, -1.54155], [-1.84394, -0.88659, 0.11248], [2.09196, -0.75283, 1.44617], [2.61445, 0.10778, -0.10073], [1.25320, -2.31535, -0.00900]], "forces_ev_per_a": [[0.158, -0.008, 0.067], [0.213, -0.121, 0.156], [-0.117, 0.846, -0.284], [-0.330, -1.301, -0.078], [0.441, -0.059, -0.246], [-0.732, 0.167, 0.798], [0.227, -0.140, -0.168], [-0.309, -0.100, -0.035], [0.146, 0.040, 0.275], [0.313, 0.318, -0.010], [-0.196, 0.077, -0.310], [-0.265, -0.064, 0.161], [0.451, 0.345, -0.325]], "homo_lumo_gap_ha": 0.3191, "de_lowest_kcal_mol": 114.1, "lumo_energy_ha": 0.031, "largest_force_ev_per_a": 1.3, "homo_ev": -7.84, "spin_multiplicity": 1}


[9]
{"formula": "C3H7NO2", "method": "wB97M-V/def2-TZVPD", "elements": ["H", "N", "C", "O", "C", "C", "O", "H", "H", "H", "H", "H", "H"], "positions_angstrom": [[0.72066, 2.64518, 0.49433], [0.40857, 1.69624, 0.31175], [1.39325, 0.94421, 0.03024], [1.35808, -0.35360, -0.23253], [0.16648, -1.15177, -0.42196], [-1.13218, -0.78140, 0.28238], [-1.81861, 0.28859, -0.29419], [2.43224, 1.28088, -0.01845], [0.49100, -2.14020, -0.08359], [-0.02709, -1.18677, -1.49817], [-0.96173, -0.64527, 1.36120], [-1.77510, -1.66246, 0.16746], [-1.25557, 1.06637, -0.09846]], "forces_ev_per_a": [[0.008, -0.104, -0.067], [0.295, -0.196, -0.109], [-0.128, 0.295, 0.103], [0.048, 0.076, 0.064], [-0.200, -0.139, -0.076], [0.130, -0.316, 0.157], [-0.005, 0.234, 0.053], [-0.097, -0.024, 0.081], [-0.108, 0.100, -0.094], [0.065, 0.035, 0.073], [0.012, 0.048, -0.131], [0.113, 0.044, 0.052], [-0.133, -0.055, -0.105]], "homo_lumo_gap_ha": 0.3967, "de_lowest_kcal_mol": 39.5, "smiles": "[H]/N=C/OCCO", "lumo_energy_ha": 0.032, "largest_force_ev_per_a": 0.4, "homo_ev": -9.93, "spin_multiplicity": 1}


[10]
{"formula": "C3H7NO2", "method": "wB97M-V/def2-TZVPD", "elements": ["C", "C", "C", "O", "N", "O", "H", "H", "H", "H", "H", "H", "H"], "positions_angstrom": [[1.55833, 0.68917, -0.52123], [0.15478, 0.28689, -0.15516], [-0.20552, -1.18456, -0.15025], [-1.56336, -1.50456, -0.23290], [-0.52252, 1.24416, 0.34132], [-1.72223, 0.81065, 0.95599], [1.56391, 1.64511, -1.04703], [2.09326, 0.84042, 0.42159], [2.09096, -0.06428, -1.10259], [0.26841, -1.60038, 0.75845], [0.27899, -1.67172, -1.00271], [-2.01917, -0.94356, 0.41156], [-1.67009, 1.29211, 1.78681]], "forces_ev_per_a": [[0.102, 0.028, -0.078], [-0.074, 0.261, 0.319], [0.287, -0.007, -0.035], [-0.164, 0.019, 0.093], [0.425, -0.293, -0.101], [-0.184, -0.046, 0.168], [-0.003, -0.138, -0.007], [0.097, -0.061, -0.170], [-0.132, 0.056, -0.034], [-0.050, -0.009, -0.094], [0.024, 0.133, 0.107], [0.002, -0.087, -0.171], [-0.330, 0.143, 0.002]], "homo_lumo_gap_ha": 0.3943, "de_lowest_kcal_mol": 70.3, "smiles": "C/C(CO)=N/O", "lumo_energy_ha": 0.030, "largest_force_ev_per_a": 0.5, "homo_ev": -9.90, "spin_multiplicity": 1}


[11]
{"formula": "C3H7NO2", "method": "wB97M-V/def2-TZVPD", "elements": ["C", "C", "N", "H", "H", "H", "H", "H", "H", "O", "C", "O", "H"], "positions_angstrom": [[-0.27148, 1.74766, -1.20400], [-1.17888, 2.38594, -1.91884], [-0.71089, 0.81706, -0.15577], [0.77307, 2.01196, -1.17111], [-0.80417, 3.03934, -2.69531], [-2.23800, 2.40069, -1.69982], [-1.72911, 0.79991, -0.14298], [-0.27381, -0.12374, -0.25950], [-0.44035, 1.09632, 0.79550], [0.73559, -2.42418, 0.25096], [0.82645, -1.81952, 1.31591], [0.64637, -0.56331, 1.47738], [1.07935, -2.26449, 2.30373]], "forces_ev_per_a": [[-0.837, 0.407, 0.782], [0.749, 0.438, -0.063], [-0.196, 0.830, -0.320], [0.207, -0.580, -0.385], [-0.230, 0.171, 0.046], [-0.078, -0.495, -0.287], [-0.012, -0.504, -0.209], [0.035, -0.184, 0.668], [0.569, -0.422, -0.082], [-0.073, -0.383, 0.007], [-0.065, 1.401, 0.521], [-0.151, 0.134, -0.241], [0.081, -0.813, -0.437]], "homo_lumo_gap_ha": 0.3109, "de_lowest_kcal_mol": 66.9, "lumo_energy_ha": 0.003, "largest_force_ev_per_a": 1.5, "homo_ev": -8.37, "spin_multiplicity": 1}


[12]
{"formula": "C3H7NO2", "method": "wB97M-V/def2-TZVPD", "elements": ["C", "O", "C", "O", "C", "N", "H", "H", "H", "H", "H", "H", "H"], "positions_angstrom": [[2.37909, 0.43917, -0.01387], [1.37810, -0.51779, 0.46830], [0.11719, -0.19006, 0.14963], [-0.01037, 0.82994, -0.51802], [-1.70455, -0.75901, 0.51897], [-2.34053, 0.11115, -0.36641], [3.35393, 0.04248, 0.27534], [2.22315, 1.42247, 0.44197], [2.32529, 0.55682, -1.10081], [-1.81958, -0.47532, 1.56808], [-1.85936, -1.83688, 0.37452], [-1.45371, 0.76794, -0.57771], [-2.58865, -0.39092, -1.22000]], "forces_ev_per_a": [[-0.030, -0.099, 0.074], [-0.499, -0.357, 0.261], [-0.347, 0.862, -0.416], [0.298, -0.241, 0.160], [1.608, 0.064, 0.059], [0.780, 0.236, -0.212], [-0.299, -0.109, 0.046], [-0.069, -0.291, -0.027], [-0.087, -0.171, 0.267], [0.316, -0.088, -0.144], [0.352, 0.379, -0.004], [-2.210, -0.479, -0.231], [0.187, 0.294, 0.167]], "homo_lumo_gap_ha": 0.3743, "de_lowest_kcal_mol": 71.7, "lumo_energy_ha": 0.034, "largest_force_ev_per_a": 2.3, "homo_ev": -9.26, "spin_multiplicity": 1}


Copy entry 12 word for word.
{"formula": "C3H7NO2", "method": "wB97M-V/def2-TZVPD", "elements": ["C", "O", "C", "O", "C", "N", "H", "H", "H", "H", "H", "H", "H"], "positions_angstrom": [[2.37909, 0.43917, -0.01387], [1.37810, -0.51779, 0.46830], [0.11719, -0.19006, 0.14963], [-0.01037, 0.82994, -0.51802], [-1.70455, -0.75901, 0.51897], [-2.34053, 0.11115, -0.36641], [3.35393, 0.04248, 0.27534], [2.22315, 1.42247, 0.44197], [2.32529, 0.55682, -1.10081], [-1.81958, -0.47532, 1.56808], [-1.85936, -1.83688, 0.37452], [-1.45371, 0.76794, -0.57771], [-2.58865, -0.39092, -1.22000]], "forces_ev_per_a": [[-0.030, -0.099, 0.074], [-0.499, -0.357, 0.261], [-0.347, 0.862, -0.416], [0.298, -0.241, 0.160], [1.608, 0.064, 0.059], [0.780, 0.236, -0.212], [-0.299, -0.109, 0.046], [-0.069, -0.291, -0.027], [-0.087, -0.171, 0.267], [0.316, -0.088, -0.144], [0.352, 0.379, -0.004], [-2.210, -0.479, -0.231], [0.187, 0.294, 0.167]], "homo_lumo_gap_ha": 0.3743, "de_lowest_kcal_mol": 71.7, "lumo_energy_ha": 0.034, "largest_force_ev_per_a": 2.3, "homo_ev": -9.26, "spin_multiplicity": 1}